No. 1
This record from the OMol25 dataset describes a gas-phase ion, C5H8NO (charge +1). The level of theory is ωB97M-V/def2-TZVPD.

Last column: Löwdin charge in e.
Element x y z (Å)
1 C 0.7963 1.3564 -0.0952  -0.05
2 C -0.4772 0.8410 0.1176  -0.01
3 C 1.9725 0.6867 -0.0587  0.02
4 C 2.0590 -0.7228 0.2583  -0.22
5 C -2.1982 -0.8031 0.0210  -0.04
6 N -0.8980 -0.3462 -0.1624  0.02
7 O 1.3766 -1.5856 -0.2272  0.09
8 H 0.9275 2.4199 -0.4184  0.15
9 H -1.2959 1.6396 0.4698  0.21
10 H 2.9185 1.3498 0.0311  0.17
11 H 3.0149 -0.9999 0.6758  0.13
12 H -2.8922 -0.0078 0.5310  0.14
13 H -2.6711 -1.1612 -1.0488  0.18
14 H -2.2318 -1.6621 0.6120  0.08
15 H -0.4011 -1.0045 -0.7059  0.13

Values from the calculation:
HOMO-LUMO gap = 8.9 eV
net charge = +1
SMILES = C/[NH+]=C/C=C\C=O
2S+1 = 1

---

No. 2
This record from the OMol25 dataset describes 2 unconnected molecules or ions with the total composition C5H8NO. The level of theory is ωB97M-V/def2-TZVPD.

Last column: Löwdin charge in e.
Element x y z (Å)
1 C -1.5213 0.7070 0.2602  -0.22
2 C -1.5147 -0.7614 0.0029  -0.19
3 C -0.1977 1.2004 -0.2662  -0.12
4 C 3.5585 -0.2802 -0.0866  0.16
5 C 0.6333 -0.0849 -0.0342  -0.03
6 N -0.1131 -1.0648 0.1786  0.04
7 O 2.6150 0.2786 0.2743  0.11
8 H -2.4355 1.2740 -0.0470  0.14
9 H -1.5865 0.8155 1.4248  0.16
10 H -2.1456 -1.3793 0.7781  0.16
11 H -1.9300 -0.9616 -1.1508  0.19
12 H -0.2410 1.3711 -1.3380  0.13
13 H 0.4202 2.0203 0.1644  0.13
14 H 0.2099 -2.0807 0.2941  0.21
15 H 4.2485 -1.0541 -0.4545  0.14

Values from the calculation:
HOMO-LUMO gap (spin up / spin down) = 8.6 / 7.4 eV
net charge = +1
2S+1 = 1

---

No. 3
This record from the OMol25 dataset describes a gas-phase ion, C5H8NO (charge +1). The level of theory is ωB97M-V/def2-TZVPD.

Last column: Löwdin charge in e.
Element x y z (Å)
1 C -1.2273 -1.6371 0.1950  -0.02
2 C -1.4094 -0.2713 -0.4818  -0.14
3 C 0.5600 1.0942 -1.2998  0.01
4 C -0.0064 0.2988 -0.2895  -0.17
5 C 0.9077 0.1911 0.9684  0.04
6 N -0.5242 -1.2317 -0.9763  0.14
7 O 1.5229 1.8616 -0.9698  0.18
8 H -0.7435 -1.5473 1.0796  0.07
9 H -1.9188 -2.4383 0.0427  0.13
10 H -2.2622 0.1731 -1.0113  0.16
11 H 0.2016 0.9944 -2.2514  0.15
12 H 1.4374 1.0453 0.8800  0.04
13 H 1.5498 -0.6726 0.8657  0.12
14 H 0.3901 0.1047 1.8329  0.06
15 H 2.0885 2.1623 -1.7888  0.24

Values from the calculation:
HOMO-LUMO gap (spin up / spin down) = 8.7 / 8.7 eV
net charge = +1
2S+1 = 1

---

No. 4
This record from the OMol25 dataset describes a gas-phase ion, C5H8NO (charge +1). The level of theory is ωB97M-V/def2-TZVPD.

Last column: Löwdin charge in e.
Element x y z (Å)
1 C 1.6726 2.4310 -1.0198  0.31
2 C 0.5884 1.8306 -0.3301  -0.06
3 C -0.5551 -0.2560 0.4686  -0.11
4 C -0.8493 -1.8062 0.3117  -0.21
5 C 0.5820 0.4779 -0.1408  0.05
6 N -1.9885 -2.3376 1.0211  -0.09
7 O -1.9759 -3.4525 1.3470  0.07
8 H 1.6030 3.3552 -1.5513  0.10
9 H 2.6324 2.0305 -0.9179  0.09
10 H -0.2866 2.2774 -0.0342  0.10
11 H -1.5985 0.1978 0.0456  0.20
12 H -0.4906 -0.1444 1.5696  0.16
13 H -0.8658 -2.1310 -0.7104  0.11
14 H 0.0624 -2.5169 0.4316  0.15
15 H 1.4696 0.0442 -0.4906  0.12

Values from the calculation:
HOMO-LUMO gap = 4.7 eV
net charge = +1
2S+1 = 1

---

No. 5
This record from the OMol25 dataset describes a gas-phase ion, C5H8NO (charge +1). The level of theory is ωB97M-V/def2-TZVPD.

Last column: Löwdin charge in e.
Element x y z (Å)
1 C 2.8556 1.1394 0.2759  0.00
2 C -1.6846 -0.9130 -0.4972  -0.16
3 C -0.3569 -0.4586 -0.3664  0.00
4 C 2.4176 -0.1806 -0.0337  -0.33
5 C -2.6951 -0.3266 0.4975  -0.07
6 N 0.7080 -0.0379 -0.3314  0.28
7 O 2.9121 -1.2135 -0.1731  0.28
8 H 3.7495 1.2135 0.9255  0.13
9 H 1.9025 1.8162 0.5862  0.16
10 H -1.9012 -0.2820 -1.3672  0.15
11 H -1.8293 -1.8383 -0.8666  0.10
12 H 3.0921 1.6118 -0.7102  0.13
13 H -2.6988 -0.7450 1.5438  0.10
14 H -2.7060 0.7816 0.3524  0.10
15 H -3.7656 -0.5669 0.1647  0.11

Values from the calculation:
HOMO-LUMO gap = 12.3 eV
net charge = +1
SMILES = CCC#[N+]C(C)=O
2S+1 = 1

---

No. 6
This record from the OMol25 dataset describes 2 unconnected molecules or ions with the total composition C5H8NO. The level of theory is ωB97M-V/def2-TZVPD.

Last column: Löwdin charge in e.
Element x y z (Å)
1 C -1.1325 2.1778 0.1304  0.05
2 C -0.0551 1.5641 0.4495  -0.18
3 C -0.2129 -1.1510 -1.2902  0.10
4 C 0.2864 -1.4642 0.0282  -0.33
5 C 1.0000 0.9429 0.8693  -0.03
6 N -0.9784 -1.4265 0.0063  0.29
7 O 1.2837 -1.7896 0.7892  0.24
8 H -1.2436 3.2076 0.2534  0.07
9 H -0.2551 -0.1831 -1.7654  0.12
10 H -0.0089 -1.9650 -2.0156  0.14
11 H 1.8446 1.0957 0.1689  0.11
12 H 1.0019 0.5155 1.8595  0.09
13 H -1.9255 1.8950 -0.4126  0.03
14 H -1.6952 -1.6371 0.5929  0.15
15 H 2.0907 -1.7819 0.3364  0.14

Values from the calculation:
HOMO-LUMO gap = 9.8 eV
net charge = +1
2S+1 = 1

---

Number 1: E -8842.9624 eV, molar mass 98.1 g/mol. Number 2: E -8839.6064 eV, molar mass 98.1 g/mol. Number 3: E -8840.4291 eV, molar mass 98.1 g/mol. Number 4: E -8838.8939 eV, molar mass 98.1 g/mol. Number 5: E -8843.1518 eV, molar mass 98.1 g/mol. Number 6: E -8840.1874 eV, molar mass 98.1 g/mol.